Record 1
Entry from the Open Molecules 2025 dataset: a single C3H3NO2S molecule in a non-equilibrium geometry (ωB97M-V/def2-TZVPD).

The energy above the lowest of the compared OMol25 structures with the same formula, charge and spin is 95.5 kcal/mol. The SMILES is O=C1CC(=S)ON1. The spin multiplicity is 1. The total energy is -719.428124 hartree. The lowest unoccupied orbital energy is -0.316 eV. Its HOMO-LUMO gap is 8.9336 eV.

Last column: natural (NBO) charge in e.
Geometry (Å):
O -1.5053 0.6406 1.6819  -0.500
C -0.6618 0.2284 0.8921  0.621
C -0.1313 0.8936 -0.3324  -0.619
C 0.6517 -0.2838 -0.9781  0.212
S 1.2796 -0.5851 -2.4437  -0.027
O 0.9066 -1.1319 -0.0104  -0.379
N 0.1814 -0.8977 1.3094  -0.292
H -0.9279 1.1690 -1.0168  0.277
H 0.8031 1.7368 -0.3782  0.316
H -0.5961 -1.7698 1.2761  0.391

Record 2
Entry from the Open Molecules 2025 dataset: a single C3H3NO2S molecule in a non-equilibrium geometry (ωB97M-V/def2-TZVPD).

The energy above the lowest of the compared OMol25 structures with the same formula, charge and spin is 218.7 kcal/mol. The spin multiplicity is 1. The total energy is -719.231719 hartree. The lowest unoccupied orbital energy (alpha / beta) is -1.589 / -0.853 eV. Its HOMO-LUMO gap (alpha / beta) is 6.6490 / 7.4015 eV.

Last column: natural (NBO) charge in e.
Geometry (Å):
C -0.0512 1.2874 -0.0590  0.358
C 1.9935 0.4614 -0.4046  -0.057
C -0.8306 -1.1561 0.0790  -0.350
N -0.5650 0.1415 -0.0572  -0.477
O -3.2609 -0.2128 0.6718  -0.839
O 1.2620 1.4436 0.0667  -0.429
S -2.4125 -0.5249 -0.4791  1.230
H 1.6463 -0.5563 -0.4524  0.167
H 3.0950 0.7464 -0.4988  0.175
H -0.8765 -1.6302 1.1338  0.221

Record 3
Entry from the Open Molecules 2025 dataset: a single C3H3NO2S molecule in a non-equilibrium geometry (ωB97M-V/def2-TZVPD).

The energy above the lowest of the compared OMol25 structures with the same formula, charge and spin is 75.3 kcal/mol. The spin multiplicity is 1. The total energy is -719.460255 hartree. The lowest unoccupied orbital energy (alpha / beta) is -1.079 / -1.078 eV. Its HOMO-LUMO gap (alpha / beta) is 8.8638 / 8.8633 eV.

Last column: natural (NBO) charge in e.
Geometry (Å):
C 0.1277 -0.4167 -0.5861  -0.481
C -1.1848 0.3954 -0.5306  0.674
C 0.4833 0.0500 0.7349  -0.252
N -0.8464 0.7797 0.8165  -0.627
O -2.0181 0.6449 -1.3517  -0.536
O 2.0912 -1.8752 -1.0780  -0.884
S 0.7844 -1.4831 -1.6215  1.250
H 0.4036 -0.6565 1.5945  0.233
H 1.2087 0.8829 0.8592  0.225
H -1.0497 1.6788 1.1628  0.399

> Among the records above, which one has the highest energy above the lowest of the compared OMol25 structures with the same formula, charge and spin?

number 2

> Look up the energy above the lowest of the compared OMol25 structures with the same formula, charge and spin of the third one.

75.3 kcal/mol

> Which of these has the lowest energy above the lowest of the compared OMol25 structures with the same formula, charge and spin?

number 3